1.
A 9-piece molecular cluster, C54H53FO16 overall, computed with wB97M-V/def2-TZVPD.

The geometry in XYZ format:
```
124
Properties=species:S:1:pos:R:3:forces:R:3
O -29.54856 15.99876 17.96515 -0.73 -0.57 -1.00
C -30.60176 15.88776 17.04721 -0.09 0.48 -0.20
C -31.69760 16.75197 17.21274 0.62 0.55 -0.87
C -32.64936 16.84074 16.20882 -0.52 -0.44 0.77
C -32.69912 15.87371 15.25235 1.00 -1.14 -2.31
O -33.82311 15.77796 14.44700 -0.51 -0.34 1.03
C -31.61564 15.00136 15.04656 0.65 -0.62 1.68
C -30.50632 15.00483 15.93586 -1.66 1.81 0.93
H -28.90872 15.37651 17.61158 0.78 -0.22 0.25
H -31.77056 17.54558 17.94161 0.56 -0.27 0.51
H -33.44989 17.56568 16.20608 0.04 0.14 0.33
H -33.80168 15.92590 13.49871 0.77 0.57 -0.43
H -31.66913 14.12908 14.41199 -0.19 0.35 -0.68
H -29.61243 14.40532 15.84671 -0.11 -0.31 -0.30
O -30.60588 14.11922 24.44154 -0.23 -0.61 1.19
C -30.21907 14.93113 23.45380 -1.14 0.95 -2.37
C -30.78496 14.85414 22.15466 0.30 -0.60 0.11
C -30.40907 15.65109 21.07038 -0.16 -1.13 2.30
C -29.43845 16.59953 21.34047 0.27 -1.69 1.29
O -29.04962 17.35253 20.33003 1.72 2.25 -0.92
C -28.78250 16.64323 22.60153 -1.45 0.12 -1.07
C -29.30121 15.91872 23.69579 1.23 0.38 -0.61
H -31.31861 13.54234 24.15725 -0.03 -0.04 -0.15
H -31.47495 14.04968 21.94694 -0.26 -0.20 0.12
H -30.75526 15.37554 20.08517 -0.17 0.53 -0.09
H -28.92270 16.84667 19.52406 -0.45 -0.15 -0.31
H -27.88249 17.23998 22.58548 -0.09 0.33 0.64
H -28.94201 16.03927 24.70714 0.36 0.00 -0.01
O -27.78512 12.92599 10.58845 0.89 0.67 -0.42
C -27.95442 12.93206 11.93912 -1.84 -1.00 -0.36
C -29.20143 12.49598 12.45447 1.05 0.57 0.27
C -29.36489 12.22443 13.81983 -2.82 -0.75 -4.02
C -28.34447 12.35509 14.62070 2.56 1.54 2.63
O -28.52824 12.16996 15.97551 2.30 0.32 0.34
C -27.13263 12.93360 14.13317 0.35 -0.93 0.04
C -26.87670 13.18790 12.77733 -1.42 -0.62 1.13
H -28.60344 12.86573 10.09013 -0.22 -0.04 0.30
H -30.05614 12.38709 11.80331 0.07 -0.15 -0.26
H -30.29775 11.76962 14.11871 -0.13 0.23 0.34
H -29.32961 11.78861 16.34153 -0.53 -0.27 -1.07
H -26.26202 13.00505 14.76825 -0.07 0.17 0.34
H -25.90329 13.49465 12.42411 -0.09 0.04 -0.03
O -26.80487 13.93122 17.10735 -0.11 2.84 -1.51
C -26.48717 13.72319 18.38142 -0.43 -1.21 1.41
C -26.25152 14.78381 19.29505 -0.69 -0.47 -0.50
C -25.95243 14.47941 20.61724 1.23 -0.35 -1.87
C -25.70345 13.14222 20.90289 -1.21 1.47 1.98
O -25.32268 12.84254 22.15869 0.99 -1.49 1.58
C -26.08007 12.10560 20.12577 -1.03 -0.80 -2.96
C -26.53974 12.39822 18.80056 1.62 0.60 1.68
H -26.89913 13.18411 16.51191 -0.21 -0.50 0.83
H -26.39470 15.80268 18.96669 0.18 0.14 -0.09
H -25.57933 15.20644 21.32338 -0.47 0.33 0.04
H -25.38830 13.52434 22.83133 -0.15 0.38 -0.53
H -26.06305 11.09318 20.50141 0.15 -0.02 0.04
H -26.77020 11.69876 18.01059 -0.16 -0.55 0.43
O -39.86646 18.74906 15.52741 -0.71 -1.41 -0.16
C -38.97200 17.66631 15.51827 0.12 1.36 0.13
C -37.65144 18.04700 15.84747 -0.33 -2.68 -1.00
C -36.70143 17.03783 15.73132 0.78 -0.14 0.01
C -36.97471 15.70483 15.34960 -1.11 1.77 0.17
O -36.06363 14.72500 15.35220 -0.15 -1.11 0.07
C -38.28692 15.39397 15.05719 -1.43 0.35 0.62
C -39.33997 16.33529 15.16546 1.65 1.39 0.93
H -39.43715 19.51035 15.92456 0.12 -0.11 0.01
H -37.34283 19.03487 16.15614 -0.25 0.13 -0.08
H -35.67110 17.29426 15.92902 0.17 -0.08 0.16
H -35.24840 15.00839 14.93185 0.80 0.42 0.02
H -38.55473 14.36299 14.87893 0.09 -0.12 -0.15
H -40.37329 16.02217 15.19041 -0.05 0.15 -0.52
O -34.18871 17.05991 12.08653 -0.18 0.05 0.26
C -33.73422 16.53884 10.90854 -0.22 -0.70 0.36
C -34.48501 15.94793 9.90382 -0.06 0.68 -0.10
C -33.84140 15.39506 8.78907 -1.22 0.74 0.75
C -32.48333 15.41469 8.72561 0.55 -0.30 1.49
O -31.81909 14.82989 7.72790 0.88 -0.56 -1.27
C -31.73812 15.88010 9.82259 0.37 -0.18 -1.18
C -32.36521 16.43613 10.88450 0.64 0.42 0.09
H -35.08306 17.40075 12.01184 -0.63 0.24 -0.19
H -35.56414 15.98893 9.91836 -0.01 -0.07 0.07
H -34.47897 15.01483 8.00464 0.18 -0.19 -0.25
H -32.44533 14.29643 7.23307 0.08 -0.03 -0.29
H -30.65876 15.84294 9.82539 0.08 -0.17 -0.27
H -31.76315 16.83457 11.68772 -0.16 0.05 0.23
O -30.94233 11.00414 16.74726 -0.73 -0.06 -0.93
C -30.74650 10.93294 18.07634 1.65 0.32 2.73
C -30.12572 12.02100 18.71081 -1.43 -0.04 -0.29
C -29.93517 12.05804 20.08741 1.13 -0.49 -0.54
C -30.02032 10.89384 20.85713 -1.39 -1.04 -2.53
O -29.77057 10.92736 22.16100 -0.30 -0.04 2.32
C -30.62073 9.75484 20.23440 0.56 1.24 -1.34
C -30.96725 9.81104 18.85398 -0.35 -0.17 1.26
H -31.73977 10.50449 16.55743 -0.06 -0.12 -0.48
H -30.02513 12.89575 18.08543 0.28 0.38 0.20
H -29.54904 12.96303 20.53272 0.04 0.06 0.15
H -28.88060 10.78244 22.49049 0.22 0.03 -0.61
H -30.78951 8.78473 20.67802 0.07 0.24 0.64
H -31.52729 8.97012 18.47237 0.17 -0.25 -0.31
O -36.76383 17.86168 11.46427 -0.16 0.08 0.39
C -37.65960 16.80791 11.54134 -2.60 0.91 -0.77
C -37.16271 15.58942 11.84456 -0.80 -2.35 0.77
C -38.03817 14.46972 11.93564 -1.22 1.43 -0.74
C -39.43373 14.57512 11.62581 2.21 0.61 -0.76
O -40.19640 13.44909 11.70373 -0.21 0.49 -0.14
C -39.90452 15.81137 11.09871 1.00 -0.32 1.19
C -39.08239 16.92774 11.24265 1.86 -0.44 -0.13
H -37.01706 18.51630 10.80933 -0.23 0.00 -0.02
H -36.12588 15.42510 12.09833 0.07 0.12 -0.13
H -37.62547 13.48815 12.11623 0.06 -0.08 0.32
H -39.62642 12.80737 12.13375 -0.19 -0.41 0.03
H -40.84629 15.98151 10.59819 -0.37 -0.40 0.50
H -39.55391 17.88476 11.07479 0.34 0.27 -0.31
F -32.96264 21.44690 15.75859 -0.36 0.26 -1.05
C -32.39571 20.96537 16.84787 0.21 -0.98 1.89
C -33.14266 20.93508 18.03292 0.87 -0.60 1.22
C -32.51987 20.55837 19.26110 -0.56 0.68 -1.78
C -31.16873 20.27409 19.27323 0.19 -0.26 -0.49
C -30.47518 20.15586 18.06081 -0.78 0.81 -0.12
C -31.09003 20.47196 16.81934 0.43 0.60 1.41
H -34.18465 21.20023 18.13467 -0.06 0.19 -0.66
H -33.14005 20.57910 20.14504 0.18 0.01 0.18
H -30.62939 20.18544 20.20471 -0.01 -0.36 0.04
H -29.41757 19.95731 18.15266 0.08 -0.20 -0.45
H -30.47497 20.56297 15.93627 -0.17 -0.25 -0.21
```
Forces are in eV/Å.

Summary:
lowest unoccupied orbital energy = 0.2 eV
highest occupied orbital energy = -7.678 eV
structure (SMILES) = Oc1ccc(O)cc1.Oc1ccc(O)cc1.Oc1ccc(O)cc1.Oc1ccc(O)cc1.Oc1ccc(O)cc1.Oc1ccc(O)cc1.Oc1ccc(O)cc1.Oc1ccc(O)cc1.Fc1ccccc1
total charge = 0

---

2.
C54H54CaGeN2O2P2S3 as an isolated structure, computed with wB97M-V/def2-TZVPD.

The geometry in XYZ format:
```
119
Properties=species:S:1:pos:R:3:forces:R:3
Ca 1.39304 0.52707 0.34031 0.01 -0.09 -0.29
O 0.81898 1.34385 -1.94055 0.27 0.74 0.39
S 0.37376 -0.09426 -2.10287 -0.44 -0.01 -1.68
C -1.08431 -0.11531 -3.21411 -0.50 -0.28 0.50
C -0.99804 -0.56423 -4.52157 0.26 0.10 -0.02
C -2.13380 -0.68367 -5.30460 -0.04 0.02 -0.03
C -3.37262 -0.40789 -4.76432 -0.12 -0.03 -0.14
C -3.47817 0.03271 -3.45671 0.12 -0.06 0.24
C -2.35348 0.18183 -2.65060 0.57 0.08 -0.16
P -2.39690 1.06439 -1.03010 -0.33 -0.04 0.24
C -3.86010 2.14591 -1.27312 0.27 0.08 -0.07
C -3.57945 3.46985 -1.61082 -0.07 -0.11 0.07
C -4.60381 4.37064 -1.86719 0.03 0.01 -0.02
C -5.92148 3.94293 -1.81017 -0.01 0.06 0.00
C -6.21228 2.62644 -1.47731 -0.04 -0.05 -0.01
C -5.18963 1.73253 -1.19874 0.03 0.09 0.03
C -2.96086 -0.08548 0.28006 0.25 -0.03 0.12
C -3.82443 0.32388 1.30009 0.01 -0.08 -0.06
C -3.99014 -0.46354 2.43201 0.01 0.01 0.01
C -3.28360 -1.64987 2.57214 0.00 -0.01 0.07
C -2.40557 -2.05279 1.57638 -0.04 0.01 0.00
C -2.23972 -1.27290 0.44353 -0.14 0.24 -0.24
C 1.59730 -0.86111 -3.14124 0.08 -0.59 0.39
C 2.05859 -0.27780 -4.31303 0.07 0.24 0.06
C 2.95792 -0.98258 -5.09197 -0.01 0.04 -0.08
C 3.37034 -2.24959 -4.69272 -0.01 -0.09 0.08
C 2.92899 -2.80336 -3.49969 0.01 0.09 -0.07
C 2.04319 -2.10590 -2.68199 -0.48 0.36 0.08
P 1.32994 -2.62639 -1.05762 -0.36 -0.52 0.60
C 2.04719 -4.29637 -0.73955 0.24 0.05 0.07
C 1.26066 -5.39133 -0.37355 0.09 -0.07 0.00
C 1.84061 -6.59903 -0.01769 -0.09 0.01 0.01
C 3.21986 -6.75720 -0.04383 0.06 -0.01 0.02
C 4.01375 -5.68828 -0.42769 0.06 -0.08 -0.02
C 3.43017 -4.47281 -0.75486 -0.18 -0.05 0.00
C -0.22371 -3.52193 -2.12669 0.15 -0.23 -0.35
C -0.38908 -3.75477 -3.49504 -0.21 -0.13 0.12
C -1.61492 -4.15162 -4.02244 0.04 0.07 -0.24
C -2.72284 -4.29924 -3.20357 -0.10 -0.02 0.03
C -2.58407 -4.08527 -1.83733 -0.04 0.00 0.08
C -1.35251 -3.70689 -1.32468 0.06 -0.18 -0.25
H -0.03535 -0.80127 -4.94828 -0.14 -0.15 0.02
H -2.04449 -1.00118 -6.33482 0.02 -0.06 0.01
H -4.26581 -0.52750 -5.36436 -0.01 0.01 0.01
H -4.45630 0.26468 -3.06299 -0.02 0.03 0.03
H -2.54070 3.77587 -1.67749 -0.02 0.07 -0.02
H -4.37325 5.39920 -2.11464 -0.01 -0.01 -0.04
H -6.72492 4.63539 -2.02607 0.00 0.00 0.01
H -7.24232 2.29406 -1.44630 0.01 0.00 0.04
H -5.41893 0.71238 -0.91536 -0.03 0.00 -0.05
H -4.38093 1.24907 1.21462 0.06 0.01 0.02
H -4.67211 -0.14459 3.21130 0.00 0.00 -0.02
H -3.41400 -2.25704 3.45941 0.00 0.00 -0.01
H -1.84509 -2.97442 1.67891 0.00 0.04 0.01
H -1.55409 -1.59204 -0.33731 0.02 0.05 0.17
H 1.70888 0.70552 -4.60693 0.03 -0.01 -0.01
H 3.31601 -0.56203 -6.02267 0.03 0.04 0.03
H 4.05269 -2.81322 -5.31743 -0.01 0.01 -0.02
H 3.25845 -3.79139 -3.21273 0.02 -0.04 0.03
H 0.18415 -5.30406 -0.37401 0.03 -0.02 0.03
H 1.20671 -7.42676 0.27866 0.00 0.00 0.00
H 3.66783 -7.70208 0.23808 0.01 -0.01 -0.03
H 5.09141 -5.79902 -0.47053 0.00 0.02 0.04
H 4.05393 -3.63437 -1.02249 0.01 -0.04 -0.02
H 0.45654 -3.66154 -4.17117 0.00 0.01 -0.02
H -1.70488 -4.35240 -5.08658 -0.02 0.04 0.00
H -3.68096 -4.58648 -3.62068 0.01 -0.02 0.00
H -3.43550 -4.20943 -1.17504 -0.02 -0.02 -0.02
H -1.23735 -3.56624 -0.24972 0.00 -0.02 -0.12
N 0.58421 1.56662 7.57644 -0.25 -0.27 -0.35
C 1.45817 0.76152 6.91940 0.63 0.01 1.37
S 2.72075 0.08075 7.74594 -0.30 0.19 -0.40
C 1.26054 0.59614 5.47512 -0.12 -0.25 -1.34
C 0.34565 1.35940 4.74119 0.15 0.02 0.55
C 0.22752 1.16877 3.38191 -0.21 -0.03 -0.34
N 0.94584 0.28507 2.68446 0.08 0.05 0.95
C 1.81848 -0.45358 3.38622 0.00 -0.19 -0.32
C 2.00352 -0.33827 4.74535 -0.21 0.22 0.60
H 0.68972 1.58881 8.57778 0.01 0.01 0.02
H -0.35735 1.65617 7.22579 0.05 0.12 0.00
H -0.24032 2.13406 5.21842 -0.05 0.00 -0.12
H -0.48583 1.75404 2.81361 0.00 0.05 0.05
H 2.39585 -1.17489 2.82009 -0.03 0.03 -0.05
H 2.71707 -0.96363 5.25972 0.06 -0.03 -0.03
C 5.17660 -0.46105 -1.95227 -0.12 -0.06 0.32
Ge 4.50600 -1.10273 -0.19436 -0.49 -0.25 0.26
C 5.75576 -2.51261 0.47644 0.05 0.30 -0.06
C 4.82443 0.44619 1.04524 0.07 -0.08 -0.22
C 2.57339 -1.51644 -0.04457 1.30 0.12 -0.54
H 6.19404 -0.08242 -1.83602 0.00 0.01 0.01
H 4.54292 0.35471 -2.30711 0.00 -0.01 -0.05
H 5.18440 -1.24402 -2.70926 -0.04 -0.02 0.03
H 6.68094 -2.05185 0.83062 0.02 0.01 -0.01
H 6.01461 -3.23702 -0.29614 0.02 0.01 0.00
H 5.30433 -3.05647 1.30759 -0.05 0.00 -0.02
H 5.86893 0.50020 1.35921 0.00 0.08 0.01
H 4.21024 0.35943 1.94569 0.01 -0.01 0.03
H 4.58054 1.38868 0.54202 -0.01 0.04 0.05
H 2.49212 -2.03585 0.92899 -0.05 0.06 0.05
C -2.13166 6.71621 5.07119 0.01 -0.09 -0.03
C -1.57850 5.93596 3.91062 -0.07 -0.02 -0.04
C -0.26834 5.46686 3.90770 -0.05 0.04 0.04
C 0.22192 4.72171 2.84554 0.18 -0.11 -0.06
C -0.60249 4.45387 1.76817 -0.02 -0.18 -0.07
C -1.91565 4.90446 1.75091 -0.03 -0.06 -0.15
C -2.39565 5.64377 2.81769 0.07 0.02 0.00
S -0.00404 3.50401 0.35850 -0.53 1.41 -0.14
C 0.60993 4.94779 -0.55448 0.00 -0.40 -0.08
O 1.22444 2.79518 0.83127 0.53 -0.21 0.32
H -1.36863 6.89577 5.82648 -0.01 0.03 0.01
H -2.94927 6.16060 5.53399 0.00 0.05 0.05
H -2.53318 7.67567 4.74421 0.02 0.01 0.01
H 0.37933 5.69308 4.74638 0.00 -0.04 0.01
H 1.23485 4.33513 2.85053 -0.01 0.03 0.01
H -2.55432 4.67451 0.90370 -0.05 -0.01 0.05
H -3.41937 5.99867 2.80629 0.00 -0.02 0.00
H 1.40329 5.40904 0.03079 -0.01 -0.02 0.06
H -0.21418 5.64238 -0.70766 -0.03 -0.03 0.00
H 0.99009 4.58587 -1.50931 -0.01 -0.01 0.02
```
Forces are in eV/Å.

Summary:
lowest unoccupied orbital energy = -1.3 eV
highest occupied orbital energy = -4.357 eV
total charge = 0